No. 1
95
Properties=species:S:1:pos:R:3:forces:R:3:lowdin_spin:R:1 method="wB97M-V/def2-TZVPD" total_energy_ev=-103676.686 largest_force_ev_per_a=0.173 e_above_lowest_ev=2.606 spin_multiplicity=3 e_lumo_ha="-0.1871 / -0.1894" total_charge=+2
V 0.026 0.076 0.717 -0.1 0.0 0.0 2.2624
C -0.330 -2.155 5.796 0.0 0.0 0.0 -0.0010
N -0.570 -1.108 4.807 0.0 0.0 0.0 0.0027
C -1.297 0.032 5.019 0.0 0.0 0.0 -0.0001
C -1.306 0.710 3.836 0.0 0.0 0.0 0.0011
N -0.594 0.003 2.901 0.1 0.0 -0.1 -0.0060
C -0.163 -1.095 3.523 0.0 0.0 0.0 0.0001
P 0.837 -2.363 2.653 0.0 0.0 0.0 -0.0401
C 1.574 -0.980 1.633 0.1 0.0 -0.1 -0.1314
N 1.876 -0.876 0.221 0.0 -0.1 0.2 -0.0703
C 3.141 -0.222 0.098 0.0 0.0 0.0 -0.0179
C 3.568 0.099 1.322 0.0 0.0 -0.1 -0.0058
N 2.674 -0.339 2.260 0.0 0.0 0.1 -0.0569
C 2.819 -0.168 3.689 0.0 0.0 0.0 -0.0039
C -0.497 -2.769 1.487 0.0 0.0 0.0 0.0071
N -1.062 -1.850 0.708 0.0 0.0 0.0 0.0030
C -2.121 -2.470 0.096 0.0 0.0 0.0 0.0032
C -2.185 -3.766 0.514 0.0 0.0 0.0 -0.0005
N -1.148 -3.946 1.388 0.0 0.0 0.0 0.0040
C -0.841 -5.199 2.075 0.0 0.0 0.0 -0.0015
H -0.336 -1.707 6.786 0.0 0.0 0.0 0.0000
H 0.642 -2.609 5.619 0.0 0.0 0.0 -0.0007
H -1.107 -2.915 5.739 0.0 0.0 0.0 0.0000
H -1.732 0.260 5.977 0.0 0.0 0.0 -0.0001
H -1.771 1.653 3.606 0.0 0.0 0.0 0.0000
H 3.597 -0.097 -0.868 0.0 0.0 0.0 -0.0015
H 4.469 0.617 1.609 0.0 0.0 0.0 0.0003
H 3.791 0.276 3.889 0.0 0.0 0.0 0.0002
H 2.782 -1.132 4.204 0.0 0.0 0.0 -0.0009
H 2.045 0.486 4.101 0.0 0.0 0.0 -0.0022
H -2.765 -1.964 -0.598 0.0 0.0 0.0 0.0000
H -2.864 -4.563 0.264 0.0 0.0 0.0 -0.0001
H -1.684 -5.491 2.698 0.0 0.0 0.0 0.0001
H 0.039 -5.059 2.697 0.0 0.0 0.0 -0.0017
H -0.640 -5.977 1.342 0.0 0.0 0.0 0.0001
I -4.333 0.881 1.587 0.0 0.0 0.0 0.0003
C -4.356 3.001 1.640 0.0 0.0 0.0 0.0001
I -2.427 3.887 1.674 0.0 0.0 0.0 0.0009
H -4.874 3.310 2.538 0.0 0.0 0.0 0.0000
H -4.865 3.355 0.752 0.0 0.0 0.0 0.0000
N 1.623 4.855 4.710 0.0 0.0 0.0 -0.0018
C 1.680 4.407 3.655 0.1 0.0 0.0 -0.0003
C 1.755 3.805 2.353 0.0 0.0 0.0 -0.0009
C 2.512 4.353 1.322 0.0 0.0 0.0 0.0090
C 2.540 3.688 0.110 0.0 0.0 0.0 -0.0018
C 1.818 2.515 -0.029 0.0 0.0 0.0 0.0104
N 1.069 1.994 0.952 0.0 0.0 0.0 0.0095
C 1.049 2.632 2.125 0.0 0.0 -0.1 0.0112
H 3.062 5.271 1.475 0.0 0.0 0.0 0.0005
H 3.115 4.065 -0.723 0.0 0.0 0.0 -0.0003
H 1.824 1.965 -0.959 0.0 0.0 0.0 0.0005
H 0.454 2.195 2.912 0.0 0.0 0.0 0.0009
C 3.275 -3.473 -0.113 0.0 0.0 0.0 0.0007
C 2.667 -2.707 -1.245 0.0 0.0 0.0 0.0021
C 2.997 -2.864 -2.525 0.0 0.0 0.0 -0.0017
C 2.340 -2.106 -3.584 0.0 0.0 0.0 0.0089
C 2.825 -2.354 -4.976 0.0 0.0 0.0 0.0016
C 1.358 -1.212 -3.337 0.0 0.0 0.1 -0.0023
C 0.916 -0.912 -1.988 0.0 0.0 -0.1 0.0116
C 1.538 -1.785 -0.891 -0.1 0.0 0.0 -0.0002
N 0.080 -0.030 -1.541 0.0 0.0 0.0 -0.0115
C -0.901 0.786 -2.329 0.1 0.0 0.0 -0.0003
C -2.280 0.201 -1.993 0.0 0.0 0.0 0.0017
C -3.408 1.047 -2.592 0.0 0.0 0.0 0.0001
C -3.319 2.463 -2.024 0.0 0.0 0.0 0.0000
C -1.968 3.079 -2.388 0.0 0.0 0.0 0.0003
C -1.812 3.125 -3.908 0.0 0.0 0.0 0.0002
C -1.899 1.702 -4.457 0.0 0.0 0.0 -0.0001
C -3.258 1.091 -4.113 0.0 0.0 0.0 0.0001
C -0.781 0.832 -3.859 0.0 0.0 0.0 -0.0005
C -0.844 2.224 -1.800 0.0 0.0 0.0 0.0035
H 4.022 -4.176 -0.473 0.0 0.0 0.0 -0.0001
H 2.505 -4.041 0.422 0.0 0.0 0.0 0.0003
H 3.751 -2.808 0.612 0.0 0.0 0.0 0.0000
H 3.768 -3.570 -2.809 0.0 0.0 0.0 -0.0003
H 3.894 -2.145 -5.047 0.0 0.0 0.0 0.0005
H 2.297 -1.746 -5.707 0.0 0.0 0.0 0.0000
H 2.694 -3.407 -5.236 0.0 0.0 0.0 0.0005
H 0.968 -0.661 -4.169 0.0 0.0 0.0 -0.0003
H 0.722 -2.428 -0.557 0.0 0.0 0.0 0.0013
H -2.404 0.161 -0.904 0.0 0.0 0.0 0.0015
H -2.321 -0.823 -2.379 0.0 0.0 0.0 0.0001
H -4.365 0.598 -2.317 0.0 0.0 0.0 0.0000
H -3.429 2.428 -0.936 0.0 0.0 0.0 0.0000
H -4.131 3.080 -2.418 0.0 0.0 0.0 0.0000
H -1.898 4.087 -1.972 0.0 0.0 0.0 0.0000
H -0.853 3.578 -4.177 0.0 0.0 0.0 0.0000
H -2.595 3.746 -4.349 0.0 0.0 0.0 0.0000
H -1.766 1.716 -5.541 0.0 0.0 0.0 0.0000
H -3.339 0.083 -4.532 0.0 0.0 0.0 0.0000
H -4.059 1.687 -4.554 0.0 0.0 0.0 0.0000
H 0.189 1.243 -4.156 0.0 0.0 0.0 0.0000
H -0.878 -0.171 -4.275 0.0 0.0 0.0 0.0000
H -0.930 2.220 -0.706 0.0 0.0 0.0 0.0021
H 0.121 2.671 -2.056 0.0 0.0 0.0 0.0001

No. 2
93
Properties=species:S:1:pos:R:3:forces:R:3:lowdin_charge:R:1 method="wB97M-V/def2-TZVPD" total_energy_ev=-57088.664 largest_force_ev_per_a=7.203 e_above_lowest_ev=1.344 e_lumo_ha=-0.0750 total_charge=0
La 0.307 0.844 -0.123 0.0 -1.3 0.7 1.9699
O 0.058 3.199 3.539 -0.3 -0.2 -0.8 0.0654
C -0.177 2.623 2.488 0.8 0.0 0.5 -0.5888
O 0.573 2.585 1.430 0.5 0.7 0.1 -0.2694
C -1.385 1.677 2.318 -1.9 -0.6 -0.2 -0.5697
O -2.102 1.340 3.245 0.5 0.5 -0.1 0.0576
O -1.573 1.263 1.087 0.0 0.3 0.5 -0.2936
N 1.573 -1.450 -1.240 1.7 0.0 -0.5 -0.0876
C 2.986 -1.925 -0.917 -1.4 -0.4 1.6 -0.2065
C 3.284 -1.816 0.643 0.5 -0.4 -1.1 -0.1879
C 3.545 -0.438 1.208 1.1 1.8 0.7 -0.2771
N 2.330 0.348 1.541 -0.2 0.2 0.8 -0.1077
H 0.896 -1.978 -0.683 0.1 -0.1 0.2 -0.0291
H 1.352 -1.656 -2.209 0.2 0.0 -0.1 0.0563
H 3.742 -1.393 -1.484 -0.1 0.5 0.0 0.0758
H 3.149 -2.983 -1.192 -0.4 0.3 0.1 0.1033
H 4.258 -2.318 0.725 -0.2 -0.1 0.1 0.1034
H 2.591 -2.375 1.303 0.0 0.3 -0.7 0.1131
H 4.144 0.191 0.498 -0.4 -0.6 0.3 0.1101
H 4.229 -0.520 2.116 -0.9 -0.1 -0.9 0.1257
H 2.484 1.300 1.960 0.5 -1.1 -0.8 0.0968
H 1.890 -0.121 2.360 -0.1 -0.1 -0.4 0.0324
C -1.848 -2.143 -3.458 2.4 -1.0 4.2 -0.0278
C -2.642 -1.599 -2.268 0.5 1.5 -1.2 -0.1800
C -3.584 -2.356 -1.588 0.9 -0.8 -2.0 -0.0482
C -4.540 -1.688 -0.895 -1.7 -2.7 1.0 -0.1093
C -4.572 -0.363 -0.746 0.1 2.2 1.0 -0.0463
C -3.589 0.452 -1.280 0.3 -0.2 -0.9 -0.1908
C -3.657 1.922 -1.068 1.6 1.0 -0.7 -0.0380
C -2.551 -0.175 -2.032 -2.9 -1.9 0.6 -0.2417
N -1.412 0.512 -2.336 3.6 5.0 -3.8 0.0636
C -1.179 1.396 -3.384 -2.4 -3.6 4.1 -0.2062
C -2.118 1.429 -4.536 -0.6 0.9 -0.2 -0.0152
C -0.002 2.278 -3.354 3.9 0.6 1.7 -0.1948
C 0.558 2.839 -4.684 -0.5 -0.8 -0.3 0.0029
N 0.699 2.454 -2.210 -4.1 -2.3 -3.7 0.0057
C 1.872 3.150 -2.031 0.7 1.1 -0.4 -0.2879
C 1.691 4.415 -1.500 -0.7 0.5 -0.9 -0.2342
C 0.373 5.099 -1.425 -0.5 1.3 1.5 -0.0253
C 2.779 5.134 -1.134 1.3 0.6 1.8 -0.0436
C 4.059 4.577 -1.168 0.3 0.3 -0.8 -0.0572
C 4.263 3.384 -1.860 0.3 -0.3 0.5 -0.0315
C 3.146 2.646 -2.288 0.1 0.1 0.0 -0.2289
C 3.242 1.319 -2.964 0.0 -1.0 0.3 -0.0380
H -2.329 -2.241 -4.356 -1.7 0.0 -2.1 0.0418
H -1.550 -3.163 -3.106 0.0 0.5 -0.7 0.0923
H -0.914 -1.581 -3.609 -0.3 -0.1 0.0 0.0624
H -3.690 -3.460 -1.763 0.3 1.2 0.2 0.1369
H -5.338 -2.329 -0.522 0.0 0.4 0.4 0.1159
H -5.255 0.113 -0.040 -0.2 -0.2 -0.5 0.1330
H -2.894 2.381 -1.727 0.4 0.0 1.0 0.0705
H -3.570 2.203 -0.025 0.6 0.0 0.1 0.0824
H -4.454 2.537 -1.422 -1.7 -0.6 -0.4 0.0727
H -2.957 0.775 -4.352 -0.3 -0.2 0.3 0.0846
H -1.622 1.014 -5.400 0.3 0.1 -0.5 0.0868
H -2.533 2.436 -4.797 0.6 -0.7 0.3 0.1154
H -0.147 3.496 -5.212 0.0 0.3 0.6 0.0821
H 0.647 2.034 -5.516 0.5 0.9 1.8 0.1232
H 1.490 3.392 -4.414 -0.6 -0.6 -0.7 0.0942
H -0.419 4.957 -2.148 0.3 -0.4 -0.5 0.0742
H 0.566 6.180 -1.338 -0.1 -0.3 -0.5 0.0876
H -0.092 4.932 -0.451 -0.1 -0.5 0.1 0.0917
H 2.583 6.074 -0.590 0.4 -0.3 -0.6 0.1310
H 4.900 5.142 -0.760 -0.2 -0.3 -0.2 0.1096
H 5.294 2.969 -1.995 -1.1 0.4 0.1 0.1297
H 3.970 0.681 -2.400 -0.6 0.3 -0.7 0.0834
H 3.536 1.366 -4.032 -0.1 0.1 0.6 0.0963
H 2.225 0.856 -2.900 1.1 -0.1 -0.2 0.0631
C -0.249 -1.637 0.849 -0.9 -2.1 0.9 -0.1304
C -0.561 -2.797 1.220 0.9 3.9 -0.9 -0.1918
C -0.989 -4.090 1.540 -0.5 -1.9 0.6 -0.2675
C -1.504 -4.454 2.839 0.1 0.2 -1.3 -0.0159
C -1.869 -5.800 3.022 0.5 0.2 -1.5 -0.0844
C -1.845 -6.714 1.936 0.2 1.2 0.7 -0.1044
C -1.457 -6.306 0.671 0.4 0.0 0.1 -0.1121
C -0.920 -5.050 0.483 -0.8 0.9 1.6 -0.0486
H -1.660 -3.620 3.577 0.4 -1.2 -0.6 0.1257
H -2.159 -6.203 3.958 -0.3 0.0 0.9 0.0797
H -2.075 -7.747 2.081 -0.4 -0.4 0.2 0.0850
H -1.546 -6.988 -0.154 0.2 -0.3 -0.3 0.0916
H -0.524 -4.684 -0.441 0.1 -0.1 -0.5 0.0924
C -1.168 0.250 6.821 -0.3 0.7 1.1 -0.0327
N -0.133 -0.322 6.014 1.8 -0.2 -2.5 -0.1106
C 0.719 -1.368 6.261 0.2 -1.1 0.3 -0.1092
C 1.498 -1.601 5.151 -1.0 1.4 1.4 -0.1432
N 1.193 -0.642 4.193 0.2 -0.8 0.4 0.0563
C 0.221 0.051 4.719 -0.7 0.9 0.6 -0.1334
H -2.149 0.087 6.361 0.1 -0.4 0.4 0.0941
H -1.108 1.354 6.937 0.5 -0.6 -0.4 0.1012
H -1.031 -0.150 7.851 -0.6 0.0 -0.8 0.0973
H 0.711 -1.992 7.147 -0.2 0.4 0.1 0.1080
H 2.303 -2.297 5.206 0.4 -0.3 -0.8 0.0810
H -0.286 0.873 4.228 0.1 -0.2 0.4 0.0908

No. 3
93
Properties=species:S:1:pos:R:3:forces:R:3:lowdin_charge:R:1 method="wB97M-V/def2-TZVPD" total_energy_ev=-129856.119 largest_force_ev_per_a=0.747 e_above_lowest_ev=0.000 e_lumo_ha=-0.0113 total_charge=0
Ru -0.374 0.298 -0.842 0.4 -0.6 -0.2 1.1448
C 1.096 -2.158 -2.706 0.0 0.0 0.0 -0.1780
Si -0.784 -1.968 -2.794 -0.1 -0.2 0.0 0.3904
C -1.477 -3.616 -3.386 0.0 0.1 -0.1 -0.1669
C -1.203 -0.713 -4.134 0.0 -0.1 0.1 -0.1699
C -1.525 -1.476 -1.117 0.1 0.1 0.2 -0.5588
Si -1.445 -2.899 0.113 0.1 0.0 0.1 0.3979
C 0.066 -4.006 -0.116 0.0 0.0 0.0 -0.1798
C -2.928 -4.053 -0.061 0.0 0.0 0.0 -0.1748
C -1.451 -2.354 1.919 0.0 -0.1 -0.1 -0.1702
Si -3.243 -0.806 -1.210 -0.1 -0.1 0.1 0.4348
C -4.483 -1.719 -2.285 0.1 0.1 -0.1 -0.1610
C -4.036 -0.531 0.473 0.0 0.0 0.0 -0.1631
C -3.027 0.965 -1.835 -0.1 0.0 0.0 -0.2710
C -3.972 1.739 -2.490 0.0 0.0 0.0 -0.0460
C -3.726 3.079 -2.744 0.0 0.0 0.0 -0.0373
C -2.522 3.623 -2.335 0.0 0.0 0.0 -0.0430
C -1.598 2.803 -1.718 0.0 0.0 0.0 -0.1050
N -1.845 1.512 -1.471 0.0 0.0 -0.1 -0.0750
H 1.550 -1.770 -3.621 0.0 0.0 0.0 0.0386
H 1.367 -3.212 -2.618 0.0 0.0 0.0 0.0293
H 1.562 -1.632 -1.868 0.0 0.0 0.0 0.0054
H -1.004 -3.865 -4.341 0.0 0.0 0.0 0.0409
H -2.553 -3.557 -3.562 0.0 0.0 0.0 0.0264
H -1.292 -4.442 -2.699 0.0 0.0 0.0 0.0121
H -0.665 -0.991 -5.045 0.0 0.0 0.0 0.0412
H -0.918 0.315 -3.898 0.0 0.0 0.0 0.0168
H -2.269 -0.730 -4.370 0.0 0.0 0.0 0.0263
H 0.004 -4.635 -1.006 0.0 0.0 0.0 0.0237
H 0.134 -4.673 0.749 0.0 0.0 0.0 0.0425
H 0.994 -3.445 -0.183 0.1 0.0 0.0 -0.0063
H -3.005 -4.478 -1.064 0.0 0.0 0.0 0.0230
H -3.874 -3.560 0.168 0.0 0.0 0.0 0.0178
H -2.817 -4.882 0.642 0.0 0.0 0.0 0.0389
H -0.715 -1.587 2.150 0.0 0.0 0.0 -0.0163
H -1.236 -3.228 2.542 0.0 0.0 0.0 0.0421
H -2.424 -1.968 2.226 0.0 0.0 0.0 0.0236
H -4.511 -2.773 -2.002 0.0 0.0 0.0 0.0217
H -4.237 -1.666 -3.347 0.0 0.0 0.0 0.0265
H -5.490 -1.315 -2.154 0.0 0.0 0.0 0.0358
H -4.292 -1.466 0.973 0.0 0.0 0.0 0.0219
H -4.958 0.043 0.353 0.0 0.0 0.0 0.0388
H -3.369 0.032 1.130 0.0 0.0 0.0 0.0243
H -4.903 1.278 -2.794 0.0 0.0 0.0 0.1095
H -4.456 3.687 -3.261 0.0 0.0 0.0 0.1145
H -2.266 4.652 -2.531 0.0 0.0 0.0 0.1121
H -0.621 3.170 -1.446 0.0 0.0 0.0 0.0919
C -0.354 0.764 0.872 -0.3 0.1 0.0 -0.3608
Ge 1.263 0.792 2.000 -0.1 0.0 0.2 0.9370
C 2.654 -0.506 1.540 -0.1 0.0 0.0 -0.2863
C 3.974 -0.111 1.317 0.0 0.1 -0.1 -0.1199
C 4.962 -1.046 1.040 0.0 0.0 0.0 -0.0759
C 4.645 -2.396 0.991 0.0 0.0 0.0 -0.0769
C 3.340 -2.806 1.220 0.0 0.0 0.0 -0.0792
C 2.354 -1.867 1.493 0.1 0.0 0.0 -0.1273
C 2.005 2.588 1.833 0.0 0.0 0.1 -0.2851
C 3.097 2.957 2.619 0.0 0.1 0.0 -0.1205
C 3.699 4.197 2.458 0.0 0.0 0.0 -0.0810
C 3.212 5.089 1.512 0.0 0.0 0.0 -0.0779
C 2.109 4.747 0.744 0.0 0.0 0.0 -0.0768
C 1.510 3.506 0.910 0.0 -0.1 0.0 -0.1168
C 0.646 0.475 3.829 0.1 0.0 -0.1 -0.2821
C -0.312 1.321 4.385 0.0 0.0 0.0 -0.1090
C -0.781 1.112 5.673 0.0 0.0 0.0 -0.0856
C -0.294 0.052 6.425 0.0 0.0 0.0 -0.0888
C 0.664 -0.794 5.887 0.0 0.0 0.0 -0.0839
C 1.131 -0.582 4.595 0.0 0.0 0.0 -0.1039
H -1.219 1.263 1.333 0.1 0.2 0.0 0.0027
H 4.239 0.941 1.355 0.0 0.0 0.0 0.0894
H 5.979 -0.719 0.864 0.0 0.0 0.0 0.1061
H 5.414 -3.127 0.777 0.0 0.0 0.0 0.1051
H 3.086 -3.857 1.183 0.0 0.0 0.0 0.1062
H 1.342 -2.203 1.680 0.0 0.0 0.0 0.0757
H 3.486 2.273 3.366 0.0 0.0 0.0 0.1062
H 4.552 4.466 3.069 0.0 0.0 0.0 0.1033
H 3.692 6.049 1.373 0.0 0.0 0.0 0.1055
H 1.725 5.439 0.004 0.0 0.0 0.0 0.1072
H 0.655 3.239 0.301 0.0 0.0 0.0 0.0666
H -0.695 2.160 3.812 0.0 0.0 0.0 0.1004
H -1.526 1.778 6.092 0.0 0.0 0.0 0.1024
H -0.658 -0.111 7.431 0.0 0.0 0.0 0.1018
H 1.050 -1.619 6.471 0.0 0.0 0.0 0.1023
H 1.879 -1.252 4.186 0.0 0.0 0.0 0.0928
N 2.930 1.580 -1.461 0.0 0.0 0.0 0.2103
C 1.871 1.980 -2.191 0.0 -0.1 0.1 -0.4909
O 0.816 1.244 -2.200 -0.1 0.4 -0.2 -0.1911
C 1.940 3.164 -2.937 0.1 -0.2 0.1 -0.2079
C 0.853 3.550 -3.755 0.0 0.0 -0.1 -0.2255
N -0.039 3.857 -4.419 0.0 0.0 0.0 0.1533
C 3.122 3.942 -2.897 -0.1 0.2 -0.1 -0.2416
N 4.077 4.585 -2.818 0.1 -0.1 0.0 0.1404
H 3.757 2.149 -1.394 0.0 0.0 0.0 0.1082
H 2.887 0.716 -0.951 0.0 0.0 0.0 0.0806